No. 1
DFT (the ωB97M-V functional and the def2-TZVPD basis) results for a gas-phase ion, C8H5N6O3 (charge -1) in a non-equilibrium geometry.

```
22
Properties=species:S:1:pos:R:3:forces:R:3
C 1.227167 -0.007198 3.854328 -0.09 -0.74 -0.71
O 1.302468 -1.105582 2.882182 0.46 0.29 0.56
C 0.296022 -1.166295 2.001874 -2.01 0.26 -0.37
N 0.406050 -2.094629 1.005436 1.20 1.21 1.30
C -0.554859 -1.925542 0.109286 -1.08 -1.79 -1.55
N -0.741695 -2.683785 -1.037275 0.09 2.18 2.54
O -1.953592 -2.232351 -1.543472 -1.21 0.89 0.02
N -2.532406 -1.223727 -0.686077 3.04 -1.00 1.75
O -3.654579 -0.781148 -0.875296 -0.47 0.09 -0.66
C -1.647729 -1.033719 0.328380 -2.40 -1.30 -3.03
C -1.833156 -0.171781 1.465119 -0.18 3.02 -0.99
N -0.685591 -0.286659 2.259196 -0.10 -0.12 0.50
H 2.060827 -0.162439 4.541680 -0.03 -0.09 -0.20
H 1.337811 0.934041 3.299039 -0.15 -0.19 0.37
H 0.265438 -0.040650 4.380727 0.38 0.14 -0.18
H -2.078223 0.908157 1.152163 1.39 -1.12 -0.13
C -3.510327 -0.108633 2.139541 2.17 -1.32 0.15
C -3.603660 1.151512 2.817880 0.10 2.55 0.81
N -3.570404 2.219942 3.288914 -0.21 -2.07 -0.83
C -3.464756 -1.202605 3.051273 -1.02 -0.86 0.55
N -3.420311 -2.098578 3.770673 0.15 0.01 -0.01
H -4.139686 -0.223456 1.259718 -0.05 -0.05 0.12
```
Positions in Å, forces in eV/Å.

Its frontier orbital gap is 7.80 eV. As for the net charge: -1. The calculation puts the LUMO energy at 3.21 eV. The value obtained for the HOMO energy is -0.169 Ha.


No. 2
DFT (the ωB97M-V functional and the def2-TZVPD basis) results for 2 unconnected molecules or ions with the total composition C8H6Br2O2 in a non-equilibrium geometry.

```
18
Properties=species:S:1:pos:R:3:forces:R:3
C -1.549581 0.775509 0.439254 1.18 -0.53 -1.40
C -1.916492 0.123277 -0.715073 1.53 0.20 -0.26
C -0.175757 0.881842 0.736543 -0.10 1.14 0.99
C -0.945594 -0.565995 -1.489485 -3.46 -0.02 0.41
C 0.801635 0.225377 -0.003693 -1.30 -2.22 0.12
C 0.331525 -0.700890 -1.048776 -0.60 2.92 1.73
C 0.968433 -1.646431 -1.908865 0.11 0.62 0.38
C 1.412324 -2.939886 1.490380 -0.72 1.35 0.58
O 0.392478 -2.321308 -2.679597 0.05 -1.77 -1.26
O 2.297292 -2.707628 2.377882 2.45 -0.18 0.89
Br 1.543119 -4.561344 0.649864 0.48 -1.65 -0.79
Br 2.772225 -1.512974 -1.778508 3.27 -0.43 -0.15
H -2.350951 1.219667 0.969127 -0.20 0.68 0.88
H -2.913257 0.300858 -1.016040 -0.99 -0.53 -0.60
H 0.065936 1.583365 1.591477 0.17 -1.18 -1.03
H -1.277512 -1.177321 -2.361678 0.27 0.90 0.88
H 1.780855 0.137132 0.461672 0.07 0.24 -0.66
H 3.173181 -3.254222 2.530623 -2.20 0.47 -0.70
```
Positions in Å, forces in eV/Å.

Its frontier orbital gap is 8.89 eV. The energy above the lowest of the compared OMol25 structures with the same formula, charge and spin comes out at 0.00 kJ/mol. The calculation puts the LUMO energy at -0.13 eV. The value obtained for the HOMO energy is -0.331 Ha.


No. 3
DFT (the ωB97M-V functional and the def2-TZVPD basis) results for a gas-phase ion, C8H6BrN4O (charge +1) in a non-equilibrium geometry.

```
20
Properties=species:S:1:pos:R:3:forces:R:3
C -0.035464 1.230367 0.224523 1.44 3.27 -0.08
C 1.537229 -0.505062 0.069470 2.37 -0.24 -1.94
C 1.286103 0.912777 0.018344 0.16 -0.66 2.09
C -2.838698 -1.808246 -0.152864 0.44 1.04 -0.98
C -2.380780 0.577171 0.156425 -0.48 -1.53 -0.07
C -0.668875 -1.012867 -0.281714 -1.26 -0.53 2.33
C -4.074470 -2.195244 -0.284753 0.58 4.21 1.80
C 3.570191 1.643749 0.199253 0.34 -2.70 0.31
N 0.596246 -1.338785 -0.117066 0.84 -2.12 -0.71
N -1.588197 -1.920093 -0.305128 -0.21 0.09 -0.24
N 2.353278 1.701897 0.460200 -2.02 1.80 -0.19
N -1.066574 0.316759 0.065318 -0.67 1.41 -0.51
O 4.079289 0.612448 -0.552675 -0.10 0.81 -0.49
Br -3.105523 2.263826 0.367466 0.79 -0.55 -0.03
H -0.297417 2.317763 0.509539 0.16 -2.07 -0.53
H 2.655733 -0.889631 0.062563 -2.58 0.70 0.60
H -4.280578 -3.138312 -0.483379 -0.63 -4.49 -1.16
H -4.916519 -1.616874 0.061890 0.12 0.45 -0.19
H 4.216091 2.106040 0.920591 0.78 0.83 -0.40
H 4.958939 0.742314 -0.938010 -0.08 0.29 0.40
```
Positions in Å, forces in eV/Å.

Its frontier orbital gap (spin up / spin down) is 6.76 / 6.76 eV. The energy above the lowest of the compared OMol25 structures with the same formula, charge and spin comes out at 323.31 kJ/mol. As for the net charge: +1. The calculation puts the LUMO energy (spin up / spin down) at -5.82 / -5.83 eV. The value obtained for the HOMO energy (spin up / spin down) is -0.462 / -0.462 Ha.


No. 4
DFT (the ωB97M-V functional and the def2-TZVPD basis) results for a molecular structure, C8H6Cl2GdInN2O3 in a non-equilibrium geometry.

```
23
Properties=species:S:1:pos:R:3:forces:R:3
In 0.084518 0.183289 -5.356937 -0.98 0.81 0.71
Gd 0.730437 0.821180 -0.993957 -0.03 1.43 -0.70
Cl -0.067421 -1.104080 -2.547758 0.22 0.54 -1.01
Cl -0.638310 2.829854 -1.174937 0.32 -0.84 -0.09
C 2.377683 2.723681 -0.145243 2.59 4.17 1.63
C 0.946443 -1.782577 -5.972128 2.98 -6.96 -0.23
C 1.047958 2.202410 -6.490845 2.33 3.03 -2.66
O 2.914204 3.673980 0.222648 -2.23 -3.98 -1.53
O 1.385716 -2.855916 -5.944977 -2.37 5.68 -0.29
O 1.584577 3.010768 -7.100246 -2.21 -3.08 2.46
N -1.556673 -1.582160 4.446425 0.44 1.25 -1.49
C -1.050832 -1.031475 3.310748 -0.80 -0.38 1.24
C -0.104026 -1.727457 2.541958 0.83 -0.92 -0.35
C 0.398695 -1.146366 1.398519 -0.39 0.97 0.02
N 0.002718 0.107284 1.011998 -1.11 -0.82 1.75
C -0.951873 0.783593 1.734851 0.70 -0.30 -0.44
C -1.493520 0.239130 2.885377 -0.39 0.78 -0.02
H -1.256991 -2.477726 4.778180 0.27 -0.88 0.33
H -2.238118 -1.087543 5.014149 -0.23 0.12 0.19
H 0.238017 -2.715893 2.843783 -0.03 0.12 -0.07
H 1.130856 -1.626895 0.746941 -0.14 -0.20 0.39
H -1.236355 1.767539 1.342640 -0.01 -0.42 0.34
H -2.247696 0.795390 3.448816 0.21 -0.13 -0.17
```
Positions in Å, forces in eV/Å.

Its frontier orbital gap (spin up / spin down) is 8.32 / 6.46 eV. As for the net charge: +4. The calculation puts the LUMO energy (spin up / spin down) at -14.67 / -16.75 eV. The value obtained for the HOMO energy (spin up / spin down) is -0.845 / -0.853 Ha. Its spin multiplicity is 8.


No. 5
DFT (the ωB97M-V functional and the def2-TZVPD basis) results for 2 unconnected molecules or ions with the total composition C8H6F3IO in a non-equilibrium geometry.

```
19
Properties=species:S:1:pos:R:3:forces:R:3
O 1.395532 -1.673633 -1.626281 -0.56 0.05 0.47
C 0.631472 -1.599000 -0.699628 -0.02 -0.39 0.80
C -0.018764 -0.374041 -0.182629 -0.29 1.68 -0.43
C -0.590682 -0.188173 1.085944 -1.70 2.36 -1.00
C -1.285114 1.057530 1.408561 2.08 -1.02 -3.65
C -1.286500 2.081421 0.417346 0.31 -0.04 1.17
C -0.747799 1.871180 -0.818017 1.09 -1.40 0.49
C -0.104178 0.690437 -1.086017 0.08 -0.59 -0.86
C 0.211212 -2.893157 0.080846 -0.55 -1.64 -1.22
F -1.151616 -3.119184 -0.050211 1.43 0.32 -0.14
F 0.442076 -2.851468 1.383642 0.41 0.12 0.36
F 0.865410 -3.977219 -0.417366 -0.72 0.95 0.41
H -0.632557 -1.058193 1.657259 -0.19 -0.69 1.60
H -1.850113 1.270141 2.247589 -0.57 -0.19 1.99
H -1.535607 3.130399 0.568827 -0.76 -0.41 0.70
H -0.605881 2.605122 -1.548941 -0.40 1.31 -0.81
H 0.309668 0.623029 -2.084033 0.24 -0.46 0.11
I 3.202914 1.999664 -0.920271 0.05 0.11 0.33
H 2.750526 2.405151 0.583385 0.07 -0.08 -0.31
```
Positions in Å, forces in eV/Å.

Its frontier orbital gap is 9.11 eV. The energy above the lowest of the compared OMol25 structures with the same formula, charge and spin comes out at 0.00 kJ/mol. As for the SMILES: O=C(c1ccccc1)C(F)(F)F.I. The calculation puts the LUMO energy at -0.47 eV. The value obtained for the HOMO energy is -0.352 Ha.